Record 1
The following is a DFT calculation (ωB97M-V with the def2-TZVPD basis set) of a structure of composition C17H21N5O2RhSi.

```
47
Properties=species:S:1:pos:R:3:forces:R:3:nbo_charge:R:1
Rh -0.2116 0.1550 0.3884 0.53 -0.57 0.79 0.638
C 1.2128 4.1003 1.2881 0.00 0.01 0.00 -0.667
C 1.2407 2.6495 0.8668 -0.13 0.05 -0.20 0.481
O 0.0771 2.1232 0.7783 -0.02 -0.05 0.37 -0.664
C 2.4649 2.0698 0.5750 0.07 -0.02 -0.04 -0.482
C 2.7215 0.7485 0.1217 -0.01 -0.02 0.15 0.305
C 4.1364 0.3478 -0.1863 0.00 -0.01 0.04 -0.662
N 1.7658 -0.1324 -0.0048 -0.29 0.37 -0.72 -0.418
N 2.1023 -1.4166 -0.4226 -0.12 -0.09 0.02 -0.439
C 1.0352 -2.1655 -0.4522 0.01 0.15 -0.18 0.515
O -0.1763 -1.7754 -0.2027 0.08 -0.08 0.18 -0.687
C 1.2038 -3.5988 -0.8233 -0.01 0.01 0.01 -0.015
C 0.1738 -4.4960 -0.5598 0.00 0.00 -0.03 -0.207
C 0.3146 -5.8374 -0.8859 0.00 0.00 0.00 -0.219
C 1.4806 -6.2911 -1.4855 0.00 -0.01 0.00 -0.223
C 2.5091 -5.3963 -1.7552 0.00 0.00 0.00 -0.227
C 2.3732 -4.0578 -1.4243 0.02 -0.01 0.02 -0.207
H 0.4786 4.2300 2.0825 0.01 0.00 0.01 0.224
H 0.8986 4.7166 0.4425 -0.02 -0.01 0.01 0.218
H 2.1872 4.4467 1.6275 0.01 0.01 -0.01 0.205
H 3.3333 2.7002 0.7074 0.00 0.00 -0.02 0.200
H 4.8309 1.1396 0.0873 -0.01 0.00 0.00 0.204
H 4.2322 0.1329 -1.2518 0.00 -0.01 0.00 0.231
H 4.3891 -0.5728 0.3379 0.00 0.00 0.01 0.241
H -0.7303 -4.1256 -0.0963 0.00 0.01 0.00 0.241
H -0.4896 -6.5293 -0.6686 0.00 0.00 0.00 0.207
H 1.5890 -7.3379 -1.7424 0.00 0.00 0.00 0.201
H 3.4205 -5.7448 -2.2259 0.00 0.00 0.00 0.202
H 3.1668 -3.3498 -1.6214 0.00 0.00 0.00 0.230
C -3.1969 2.0150 0.3567 0.03 -0.03 0.03 -1.145
Si -2.2135 0.7340 -0.6005 0.18 0.05 -0.35 1.610
C -1.7022 1.5281 -2.2346 -0.02 -0.01 0.00 -1.144
C -3.2795 -0.7602 -0.9829 0.03 -0.02 0.05 -1.146
H -4.0301 2.3834 -0.2493 0.01 -0.01 -0.03 0.220
H -2.5529 2.8585 0.6110 0.01 0.00 0.01 0.245
H -3.6025 1.6036 1.2820 -0.01 0.01 -0.02 0.241
H -2.5815 1.8885 -2.7789 0.00 0.00 0.00 0.219
H -1.1763 0.8132 -2.8707 0.01 0.00 0.01 0.234
H -1.0375 2.3751 -2.0522 0.00 0.00 0.00 0.235
H -4.1023 -0.4789 -1.6472 0.00 0.01 0.00 0.221
H -3.7043 -1.1928 -0.0759 0.00 0.00 0.00 0.242
H -2.6826 -1.5315 -1.4729 0.01 0.01 0.00 0.248
N -1.5884 -0.2534 1.7569 -0.33 0.25 -0.10 -0.547
C -2.3970 -0.5859 2.5215 -0.03 0.03 -0.02 0.602
N -3.2846 -0.8151 3.4239 0.01 -0.01 0.00 -0.700
C -3.8506 -2.0045 3.5333 0.00 0.01 0.00 0.443
N -4.4075 -3.0067 3.7061 0.00 0.00 0.00 -0.505
```
Forces are in eV/Å.

- E (eV) = -40404.1402
- HOMO level (eV) = -4.7
- max |F| (eV Å⁻¹) = 1.107
- total charge = -1
- energy relative to the best compared isomer or geometry (same formula, charge and spin) (kcal per mole) = 25.73

***

Record 2
The following is a DFT calculation (ωB97M-V with the def2-TZVPD basis set) of the ion C4H7N2S with charge +1.

```
14
Properties=species:S:1:pos:R:3:forces:R:3:nbo_charge:R:1
C -0.7882 -1.1666 -0.0335 2.08 -1.41 0.45 -0.213
C -1.8258 -0.5971 0.0591 -0.48 0.50 0.16 0.282
C 0.3983 -1.9543 0.0119 1.30 0.85 -1.00 -0.455
C 1.5698 0.6595 0.1067 -1.23 -2.04 0.27 0.038
N 2.4371 1.5736 -0.1261 1.35 2.65 -0.62 -0.678
N -2.8830 0.1399 -0.0300 -3.61 1.78 1.33 -0.828
S 2.0826 -1.0091 0.0148 -1.14 2.10 0.24 0.317
H 0.5807 -2.4932 0.9099 -0.58 -0.92 0.52 0.262
H 0.6444 -2.4865 -0.9052 -0.57 -0.55 0.21 0.251
H 0.4809 0.9398 0.3617 1.75 -0.62 -0.50 0.275
H 2.1740 2.6129 -0.1543 0.62 -2.19 0.18 0.450
H 3.4250 1.3112 -0.3890 -1.51 0.60 0.41 0.443
H -2.8313 0.9037 -0.7047 -0.44 -0.43 0.39 0.416
H -3.6767 0.2056 0.7230 2.45 -0.32 -2.03 0.440
```
Forces are in eV/Å.

- E (eV) = -18067.6263
- HOMO level (eV) = -12.3
- max |F| (eV Å⁻¹) = 4.242
- total charge = +1
- energy relative to the best compared isomer or geometry (same formula, charge and spin) (kcal per mole) = 63.78

***

Record 3
The following is a DFT calculation (ωB97M-V with the def2-TZVPD basis set) of a cluster of 2 separate species, C4H13N2O in total.

```
20
Properties=species:S:1:pos:R:3:forces:R:3:nbo_charge:R:1
C -2.3243 1.4828 0.8575 -2.58 0.39 -3.03 -0.743
C -0.8698 1.4700 0.7100 1.64 -2.83 -1.32 0.698
O -0.4231 0.5472 -0.0892 -0.63 3.40 2.64 -0.764
N -0.0775 2.3407 1.3776 2.92 -4.00 -3.89 -0.753
H -2.8717 1.0127 1.6294 0.38 -0.40 1.74 0.266
H -2.7393 0.8468 -0.0213 0.84 1.37 1.12 0.247
H 0.9596 2.2100 1.3476 -1.55 0.11 -0.28 0.414
H -0.3622 2.9238 2.0387 -2.01 2.94 3.23 0.400
H -2.7662 2.4904 0.7436 0.31 -0.34 0.12 0.252
C 1.2462 -1.1986 -0.8525 2.88 -0.44 1.58 -0.222
C 2.5148 -2.2489 -1.0131 -3.02 -0.08 -1.05 -0.626
N -0.1692 -1.8334 -0.8255 2.77 -0.84 2.10 -0.677
H 1.4330 -0.6581 0.1868 -0.84 -1.09 -2.67 0.250
H 1.2528 -0.5010 -1.7056 -0.10 -0.14 0.83 0.234
H 2.0758 -3.2929 -0.8419 1.13 1.25 0.14 0.206
H 3.3069 -1.9491 -0.3110 -0.37 -0.43 -0.43 0.246
H -0.6735 -1.4539 -1.5628 -1.45 0.64 -1.69 0.440
H -0.1490 -2.8577 -0.8182 0.01 0.25 -0.33 0.431
H -0.5807 -1.5050 0.0440 -0.37 0.24 -0.05 0.465
H 2.8254 -2.2266 -2.0929 0.05 -0.01 1.22 0.235
```
Forces are in eV/Å.

- E (eV) = -9379.5498
- HOMO level (eV) = -13.7
- max |F| (eV Å⁻¹) = 6.302
- total charge = +1
- energy relative to the best compared isomer or geometry (same formula, charge and spin) (kcal per mole) = 46.90

***

| no. | gap between HOMO and LUMO (eV) |
| --- | --- |
| 1 | 7.57 |
| 2 | 8.04 |
| 3 | 10.70 |